{"formula": "C39H101N3O13", "method": "wB97M-V/def2-TZVPD", "smiles": "COCCNCCOC.COCCNCCOC.COCCNCCOC.CC(C)O.CC(C)O.CC(C)O.CC(C)O.CC(C)O.CC(C)O.CC(C)O", "homo_ha": -0.298, "orbital_gap_ev": 8.360, "symbols": ["C", "O", "C", "C", "N", "C", "C", "O", "C", "H", "H", "H", "H", "H", "H", "H", "H", "H", "H", "H", "H", "H", "H", "H", "C", "O", "C", "C", "N", "C", "C", "O", "C", "H", "H", "H", "H", "H", "H", "H", "H", "H", "H", "H", "H", "H", "H", "H", "C", "O", "C", "C", "N", "C", "C", "O", "C", "H", "H", "H", "H", "H", "H", "H", "H", "H", "H", "H", "H", "H", "H", "H", "C", "C", "C", "O", "H", "H", "H", "H", "H", "H", "H", "H", "C", "C", "C", "O", "H", "H", "H", "H", "H", "H", "H", "H", "C", "C", "C", "O", "H", "H", "H", "H", "H", "H", "H", "H", "C", "C", "C", "O", "H", "H", "H", "H", "H", "H", "H", "H", "C", "C", "C", "O", "H", "H", "H", "H", "H", "H", "H", "H", "C", "C", "C", "O", "H", "H", "H", "H", "H", "H", "H", "H", "C", "C", "C", "O", "H", "H", "H", "H", "H", "H", "H", "H"], "positions_angstrom": [[2.38498, -3.94459, 4.59434], [3.58220, -4.04375, 5.34993], [3.82637, -2.93158, 6.17845], [4.51451, -1.76794, 5.40311], [5.94277, -1.87091, 5.13582], [6.31454, -3.09283, 4.38753], [5.89069, -3.04776, 2.93497], [6.50302, -4.12772, 2.24924], [5.62899, -4.76031, 1.31364], [2.09933, -4.88845, 4.12956], [2.62577, -3.32188, 3.72994], [1.54215, -3.57684, 5.17891], [4.56279, -3.23189, 6.92822], [2.97254, -2.51913, 6.72050], [4.39297, -0.87038, 6.02231], [3.92954, -1.56414, 4.50837], [6.37873, -2.05480, 6.03751], [6.04696, -4.01908, 4.89532], [7.40560, -3.05264, 4.28089], [6.24843, -2.10252, 2.51136], [4.80224, -3.07623, 2.82785], [4.98688, -4.00243, 0.85501], [4.99374, -5.49770, 1.80909], [6.26797, -5.17709, 0.53888], [-3.55902, 1.02449, -1.09018], [-2.28275, 1.56211, -1.37521], [-1.29935, 1.19258, -0.43995], [-1.49491, 1.84989, 0.92473], [-0.27635, 1.84587, 1.74669], [0.06053, 0.51814, 2.25096], [1.39737, 0.61244, 2.98916], [2.45725, 0.95081, 2.10808], [3.72414, 0.56539, 2.62244], [-3.94512, 1.26580, -0.09665], [-3.44340, -0.06884, -1.07091], [-4.28051, 1.28580, -1.85859], [-0.32980, 1.52923, -0.80857], [-1.25429, 0.10619, -0.28805], [-2.29978, 1.36784, 1.48347], [-1.72200, 2.91750, 0.86563], [0.47300, 2.40478, 1.35422], [0.19279, -0.26866, 1.50122], [-0.63598, 0.23088, 3.04028], [1.58389, -0.37793, 3.42354], [1.31020, 1.35429, 3.78917], [4.02994, -0.42147, 2.26085], [3.77164, 0.53342, 3.70685], [4.47042, 1.26876, 2.26521], [1.02378, -0.40893, -2.77735], [0.70764, -1.06433, -3.98965], [-0.55129, -0.68899, -4.50763], [-0.30548, 0.43541, -5.53573], [0.37436, -0.12194, -6.72598], [-0.55487, -0.50399, -7.78646], [0.24405, -0.96675, -9.00692], [1.05520, -2.03755, -8.57931], [1.68773, -2.71016, -9.62549], [1.34380, 0.60968, -3.00463], [1.81391, -0.95067, -2.25716], [0.20387, -0.40886, -2.05544], [-1.33829, -0.39524, -3.80724], [-0.95258, -1.49838, -5.12406], [0.40296, 1.13475, -5.08942], [-1.19470, 0.93521, -5.90969], [0.87063, -0.97266, -6.48698], [-1.20547, 0.31234, -8.10461], [-1.18454, -1.36821, -7.52925], [0.77265, -0.13633, -9.48906], [-0.46992, -1.36106, -9.74796], [2.12162, -3.62748, -9.21677], [2.52625, -2.18734, -10.09845], [1.03924, -3.07295, -10.43269], [-4.62474, 1.98526, 3.38940], [-4.75407, 2.70961, 4.72584], [-3.50847, 2.61054, 5.58773], [-5.04575, 4.10269, 4.54490], [-3.83793, 2.44929, 2.79243], [-5.49417, 1.90054, 2.72998], [-4.45826, 0.93246, 3.63970], [-5.62494, 2.35542, 5.29874], [-3.58964, 1.72904, 6.23119], [-3.28347, 3.50428, 6.15915], [-2.63255, 2.35151, 4.98195], [-5.48751, 4.22694, 3.70083], [-7.61411, 3.74495, -2.40628], [-8.12843, 2.39643, -1.89883], [-9.14464, 1.89621, -2.95204], [-7.01165, 1.51143, -1.79073], [-6.74772, 4.23009, -1.95724], [-8.41653, 4.48832, -2.39239], [-7.40028, 3.66099, -3.47814], [-8.59986, 2.63971, -0.94088], [-9.80507, 2.71839, -3.22672], [-9.81932, 1.19101, -2.45612], [-8.62370, 1.46826, -3.80200], [-7.43451, 0.70175, -1.46715], [1.42599, 3.73923, -1.58717], [2.28862, 2.75443, -0.82372], [3.75749, 2.77674, -1.18530], [2.21209, 3.19987, 0.55768], [1.76681, 4.77213, -1.58587], [0.41329, 3.64376, -1.18478], [1.24839, 3.49327, -2.64083], [1.84321, 1.75514, -0.86851], [4.34434, 2.20717, -0.45532], [4.17337, 3.78195, -1.21662], [4.02987, 2.24040, -2.10174], [2.48526, 2.40570, 1.06851], [-6.17014, -3.60950, 1.49806], [-4.88951, -2.94932, 1.94727], [-4.07390, -2.42271, 0.79929], [-5.24630, -1.85388, 2.83951], [-6.00615, -4.49933, 0.87309], [-6.85169, -2.94415, 0.97484], [-6.64287, -4.15298, 2.32374], [-4.37840, -3.63673, 2.62507], [-3.24749, -1.79956, 1.14087], [-4.64492, -1.92250, 0.01966], [-3.63384, -3.31233, 0.33801], [-5.36219, -2.18194, 3.73344], [8.41117, 0.21566, 3.50536], [7.53927, 1.41192, 3.93747], [7.51402, 2.58147, 2.95201], [6.18436, 0.98431, 4.09421], [9.24504, 0.66638, 2.97277], [7.78921, -0.36219, 2.81763], [8.54913, -0.46084, 4.34540], [7.86781, 1.84752, 4.88708], [7.08144, 3.46271, 3.41430], [6.93704, 2.27264, 2.07300], [8.48159, 2.77586, 2.48291], [6.11224, 0.02771, 4.28509], [0.40160, -4.26259, 0.11587], [1.15618, -3.84011, 1.41409], [1.92247, -2.54929, 1.13389], [0.17289, -3.56762, 2.40010], [-0.19765, -3.39802, -0.17397], [-0.28403, -5.08976, 0.29767], [1.07684, -4.45199, -0.71786], [1.80822, -4.61309, 1.83301], [2.62088, -2.34965, 1.94543], [1.20696, -1.72562, 1.12803], [2.47931, -2.57100, 0.19891], [-0.37216, -4.35568, 2.49107], [-3.97485, 3.96413, -3.80643], [-3.23529, 2.93905, -4.67967], [-3.10842, 3.42352, -6.12257], [-1.93983, 2.70986, -4.13420], [-4.92200, 4.14439, -4.32044], [-3.34942, 4.83747, -3.64430], [-4.29459, 3.48462, -2.87770], [-3.88002, 2.05255, -4.78295], [-2.47012, 4.30019, -6.18996], [-4.15795, 3.68633, -6.30336], [-2.94874, 2.60639, -6.82264], [-2.09870, 2.56046, -3.18893]], "mulliken_charge": [-0.251, -0.354, -0.996, 0.515, -0.252, -0.937, 1.257, -0.459, -0.484, 0.282, -0.217, 0.338, 0.372, 0.453, 0.605, -0.771, 0.310, 0.206, 0.446, -0.221, -0.381, 0.137, 0.240, 0.326, -0.802, 0.302, 0.350, -0.539, -0.092, -0.168, -0.616, -0.167, -0.610, 0.134, 0.327, 0.200, -0.847, 0.259, 0.088, 0.367, 0.303, -0.331, 0.091, 0.364, 0.523, 0.134, 0.424, 0.105, -0.304, -0.467, -0.421, 0.294, -0.309, -0.363, -0.613, -0.251, -0.815, 0.238, 0.335, 0.010, 0.002, 0.473, 0.109, -0.233, 0.299, 0.242, 0.199, 0.335, 0.384, 0.254, 0.310, 0.302, -1.443, 0.571, -0.988, -0.587, 0.470, 0.476, 0.286, 0.224, 0.302, 0.352, 0.090, 0.299, -1.399, 0.497, -1.300, -0.424, 0.371, 0.425, 0.257, 0.214, 0.345, 0.414, 0.335, 0.292, -1.396, 1.501, -1.283, -0.705, 0.434, 0.268, 0.313, -0.268, 0.249, 0.316, 0.329, 0.225, -1.388, 0.505, -1.024, -0.520, 0.367, 0.279, 0.401, 0.260, 0.133, 0.339, 0.371, 0.302, -1.105, 0.604, -1.318, -0.495, 0.423, 0.176, 0.299, 0.135, 0.344, 0.240, 0.391, 0.282, -1.310, 0.576, 1.402, -0.530, 0.234, 0.407, 0.371, 0.212, -1.133, -1.152, 0.506, 0.320, -1.183, 0.743, -1.467, -0.311, 0.379, 0.289, 0.190, 0.107, 0.312, 0.440, 0.320, 0.245]}

=====

{"formula": "C3H7O2PS2", "method": "wB97M-V/def2-TZVPD", "smiles": "COC(C)=O.S=PS", "homo_ha": -0.302, "orbital_gap_ev": 7.811, "symbols": ["C", "O", "C", "C", "O", "H", "H", "H", "H", "H", "H", "S", "P", "S", "H"], "positions_angstrom": [[-1.93248, -0.69540, 1.11154], [-0.66866, -0.76196, 0.45482], [-0.04612, 0.24417, -0.16363], [-0.46159, 1.69173, 0.15674], [0.74575, 0.13531, -1.06319], [-2.02792, -1.60332, 1.73668], [-2.78853, -0.48383, 0.36795], [-1.97699, 0.22347, 1.77744], [-1.30243, 2.06105, -0.44650], [-0.67230, 1.74539, 1.22095], [0.31310, 2.39709, -0.18290], [2.86347, -1.60650, 1.00018], [2.97845, -0.53857, -0.64330], [2.88442, -1.87834, -2.32202], [2.09183, -0.93028, -3.00477]], "mulliken_charge": [-0.602, -0.274, 0.809, -1.163, -0.482, 0.241, 0.268, 0.270, 0.300, 0.418, 0.317, -0.323, 0.311, -0.265, 0.174]}

=====

{"formula": "C22H49N2P3S2V", "method": "wB97M-V/def2-TZVPD", "homo_ha": [-0.596, -0.596], "orbital_gap_ev": [5.481, 5.234], "charge": 3, "multiplicity": 3, "s2": 2.110, "symbols": ["V", "P", "P", "P", "H", "C", "C", "H", "C", "C", "C", "C", "C", "C", "C", "C", "C", "H", "H", "H", "H", "H", "H", "H", "H", "H", "H", "H", "H", "H", "H", "H", "H", "H", "H", "H", "H", "H", "H", "H", "H", "H", "H", "H", "H", "H", "C", "C", "C", "C", "C", "C", "S", "H", "H", "H", "H", "H", "H", "C", "N", "C", "C", "S", "N", "C", "C", "H", "H", "H", "H", "H", "H", "H", "H", "H", "H", "H", "H"], "positions_angstrom": [[0.23707, 1.22566, -0.04657], [1.13698, -1.29903, -1.41435], [2.10447, 0.84983, 0.98230], [0.85887, 1.89378, -2.07004], [-3.56650, -1.06172, 1.09080], [-3.39562, -0.45334, 0.23362], [-2.87533, -0.83899, -0.94113], [-2.20782, -1.70810, -1.00473], [1.11087, -3.06415, -0.84694], [2.90517, -1.37552, -1.85131], [0.34792, -1.56009, -3.03817], [1.44516, 1.74283, 2.44931], [2.84302, -0.66433, 1.68989], [3.53235, 1.81811, 0.43278], [-0.36767, 1.88849, -3.40816], [2.41820, 1.81829, -3.02407], [0.91788, 3.63322, -1.47852], [-3.51455, 0.62724, 0.40907], [-2.82264, -0.13537, -1.77615], [0.22161, -3.29965, -0.25169], [1.99879, -3.28143, -0.22839], [1.13289, -3.74418, -1.71898], [3.50728, -1.53816, -0.95407], [3.26244, -0.46084, -2.32192], [3.07186, -2.22156, -2.53193], [-0.70441, -1.29082, -3.02349], [0.40754, -2.60124, -3.35267], [0.81240, -0.96811, -3.81998], [2.35532, 1.97550, 3.01895], [0.77877, 1.08773, 3.03684], [0.90509, 2.67277, 2.18034], [3.42352, -0.26751, 2.52907], [3.46728, -1.12827, 0.92357], [2.03888, -1.34109, 2.00202], [4.17644, 1.82272, 1.33447], [3.21819, 2.84004, 0.13145], [4.00017, 1.27671, -0.41497], [-0.64308, 2.92480, -3.63124], [-1.30297, 1.36950, -3.16593], [0.07488, 1.41421, -4.29352], [2.42383, 2.77694, -3.56376], [2.37459, 0.97924, -3.73720], [3.27885, 1.78286, -2.33681], [0.15692, 4.18516, -2.03147], [1.92172, 4.04109, -1.64238], [0.67716, 3.77763, -0.41937], [-3.14685, 3.73062, -0.44522], [-2.86396, 4.98379, 0.07411], [-3.76807, 6.03050, -0.10779], [-4.95047, 5.80929, -0.83014], [-5.24847, 4.52585, -1.28989], [-4.33475, 3.48526, -1.12054], [-1.68528, 2.37218, -0.59611], [-0.76765, 1.66734, 0.86613], [-1.91691, 5.13641, 0.60502], [-3.55587, 7.02869, 0.28282], [-5.62124, 6.66125, -1.06725], [-6.19917, 4.36299, -1.79173], [-4.54128, 2.47583, -1.49138], [1.10263, -2.39783, 4.30058], [0.82298, -3.23808, 3.12527], [1.93789, -4.07626, 2.63308], [-0.18600, -2.89442, 2.23709], [-0.56084, -1.25835, 1.72087], [-0.89697, -3.92713, 1.71966], [-0.76918, -5.31837, 2.21081], [-2.00328, -3.70036, 0.79723], [1.63680, -3.05563, 5.00670], [0.14470, -2.05088, 4.71559], [1.74524, -1.53094, 4.07142], [1.56771, -4.76498, 1.86423], [2.77083, -3.48340, 2.21387], [2.29285, -4.66102, 3.49719], [-0.26154, -5.39405, 3.19899], [-1.80329, -5.70068, 2.31151], [-0.25501, -5.95356, 1.45148], [-1.65223, -3.74161, -0.23672], [-2.44991, -2.73871, 1.02059], [-2.72721, -4.50463, 0.94795]], "mulliken_charge": [-1.203, 1.111, 1.233, 1.314, 0.509, -0.793, 0.143, -0.232, -0.810, -1.295, -1.323, -1.459, -0.455, -1.254, -1.193, -1.696, -1.357, 0.156, 0.304, -0.437, 0.278, 0.687, 0.349, 0.332, 0.484, 0.283, 0.512, 0.423, 0.520, 0.391, 0.550, 0.815, 0.422, -0.775, 0.576, 0.373, 0.272, 0.429, 0.237, 0.479, 0.594, 0.461, 0.394, 0.502, 0.522, 0.412, 0.669, -0.357, -0.646, -0.402, -0.678, -0.246, 0.258, 0.363, 0.354, 0.410, 0.395, 0.409, 0.357, -0.649, -0.005, -0.955, -0.151, 0.116, 0.155, -1.055, -0.875, 0.335, 0.345, 0.161, 0.356, 0.143, 0.463, 0.331, 0.378, 0.383, 0.282, 0.104, 0.467]}

=====

Listing electronic energy for the structures above in their given order: -2688.67227, -1406.69698, -3740.38213 Eh.
Listing relative energy (zero: lowest compared OMol25 entry of this formula, charge and spin) for the structures above in their given order: 16.3, 11.4, 116.0 kcal/mol.
Listing largest force on an atom for the structures above in their given order: 2.2, 3.5, 5.1 eV/Å.